Density functional theory data (wB97M-V/def2-TZVPD) for a cluster of 7 separate species, C3H17O8S2 in total.

Each line ends with the natural charge from an NBO analysis.
Positions of all 30 atoms, in Å:
C1 1.85 0.55 1.06  -0.55
C2 0.70 -0.40 0.94  0.82
O1 0.99 -1.71 0.96  -0.76
O2 -0.47 -0.09 0.93  -0.66
C3 2.20 1.26 -0.24  -0.51
S1 2.73 0.14 -1.66  -0.03
S2 2.70 -1.79 -1.19  -0.65
H1 1.70 1.29 1.84  0.24
H2 2.71 -0.02 1.34  0.23
H3 1.42 1.97 -0.52  0.20
H4 3.15 1.78 -0.09  0.21
H5 1.78 -1.88 0.40  0.46
H6 -2.71 -0.33 -0.15  0.50
H7 -2.82 0.04 -1.68  0.49
O3 -3.03 0.34 -0.77  -0.99
H8 -3.44 -2.42 1.49  0.47
H9 -2.36 -1.70 2.20  0.49
O4 -3.14 -1.52 1.67  -0.95
H10 -1.03 -1.88 -1.02  0.49
H11 -2.21 -2.77 -0.80  0.45
O5 -1.72 -2.36 -1.50  -0.95
H12 -0.49 2.22 1.60  0.48
H13 -1.09 2.69 2.83  0.47
O6 -0.52 3.01 2.14  -0.96
H14 -3.05 1.53 0.97  0.49
H15 -3.21 0.42 1.93  0.48
O7 -2.73 1.24 1.82  -0.97
H16 -0.41 2.98 -1.81  0.46
H17 -1.22 2.03 -0.91  0.49
O8 -1.29 2.81 -1.49  -0.95

- LUMO (eV) = 2.368
- HOMO level (eV) = -3.07
- calculated total energy (Ha) = -1522.88256
- orbital gap (eV) = 5.434
- net charge = -1



Density functional theory data (wB97M-V/def2-TZVPD) for a cluster of 6 separate species, C3H18N2O6 in total.

Each line ends with the natural charge from an NBO analysis.
Positions of all 29 atoms, in Å:
O1 -0.30 -1.93 2.76  -0.54
C1 -0.22 -0.79 2.39  0.46
C2 0.37 -0.46 1.06  -0.35
N1 1.05 0.81 0.98  -0.67
C3 2.54 0.83 0.78  -0.03
N2 2.81 1.11 -0.65  -0.88
H1 -0.44 0.04 3.01  0.12
H2 -0.46 -0.37 0.39  0.23
H3 1.01 -1.22 0.62  0.19
H4 0.39 1.42 0.40  0.38
H5 2.96 1.71 1.22  0.18
H6 2.85 -0.16 1.21  0.16
H7 2.32 0.51 -1.33  0.38
H8 3.75 1.35 -0.64  0.37
H9 -2.01 0.63 -2.25  0.47
H10 -1.32 1.79 -1.67  0.49
O2 -2.24 1.41 -1.70  -0.97
H11 -2.64 0.32 0.04  0.50
H12 -3.42 -0.44 1.04  0.49
O3 -2.41 -0.22 0.78  -0.98
H13 -0.44 -2.08 -1.55  0.47
H14 0.98 -2.56 -2.19  0.48
O4 -0.08 -2.64 -2.16  -0.94
H15 -1.63 -3.33 1.35  0.48
H16 -2.33 -2.18 0.58  0.48
O5 -2.35 -3.11 0.79  -0.97
H17 -0.09 3.51 -1.17  0.49
H18 1.04 3.20 -2.32  0.50
O6 0.33 2.85 -1.75  -0.98

- LUMO (eV) = 0.119
- HOMO level (eV) = -8.74
- calculated total energy (Ha) = -685.96139
- orbital gap (eV) = 8.860
- net charge = 0



Density functional theory data (wB97M-V/def2-TZVPD) for a cluster of 6 separate species, C3H18O5 in total.

Each line ends with the natural charge from an NBO analysis.
Positions of all 26 atoms, in Å:
C1 1.23 -1.67 -1.11  -0.63
C2 0.87 -0.18 -1.29  -0.44
C3 1.98 0.68 -0.81  -0.60
H1 2.38 -1.71 -1.12  0.21
H2 0.70 -2.50 -1.84  0.22
H3 0.89 -2.12 -0.14  0.22
H4 0.02 0.07 -0.65  0.20
H5 0.69 0.25 -2.31  0.21
H6 1.67 1.74 -0.57  0.20
H7 2.45 0.19 0.14  0.19
H8 2.94 0.64 -1.47  0.21
H9 -2.40 2.39 -1.81  0.48
H10 -2.43 0.90 -1.25  0.51
O1 -1.92 1.72 -1.27  -0.99
H11 0.75 -0.61 2.48  0.46
H12 1.85 -1.12 1.84  0.45
O2 1.55 -1.02 2.75  -0.96
H13 -1.07 -0.62 2.65  0.47
H14 -0.81 0.46 1.80  0.51
O3 -0.67 -0.49 1.84  -0.94
H15 -3.27 -1.59 -0.13  0.46
H16 -2.12 -1.06 0.57  0.50
O4 -2.75 -0.87 -0.15  -0.97
H17 -0.21 2.18 0.31  0.47
H18 -1.56 2.16 0.53  0.49
O5 -0.76 2.18 1.04  -0.95

- LUMO (eV) = 0.308
- HOMO level (eV) = -10.47
- calculated total energy (Ha) = -501.23623
- orbital gap (eV) = 10.775
- net charge = 0



Density functional theory data (wB97M-V/def2-TZVPD) for a cluster of 8 separate species, C3H20BrN2O8 in total.

Each line ends with the natural charge from an NBO analysis.
Positions of all 34 atoms, in Å:
Br1 0.41 -2.45 -0.49  -1.00
C1 1.64 3.87 -1.51  0.74
O1 0.52 3.58 -1.81  -0.67
N1 2.59 3.03 -1.21  -0.83
N2 2.02 5.08 -1.40  -0.82
H1 2.38 2.06 -1.01  0.43
H2 3.53 3.41 -1.15  0.37
H3 3.00 5.30 -1.29  0.37
H4 1.28 5.77 -1.35  0.41
C2 -2.99 3.45 3.24  -0.09
C3 -3.38 3.98 4.63  -0.08
O2 -3.49 5.37 4.82  -0.71
O3 -2.60 2.05 3.12  -0.73
H5 -2.05 3.95 3.00  0.16
H6 -3.52 3.71 2.32  0.18
H7 -2.82 3.48 5.41  0.17
H8 -4.43 3.71 4.69  0.15
H9 -4.23 5.40 5.42  0.47
H10 -2.00 1.95 2.37  0.48
O4 -3.18 0.23 -2.69  -0.95
H11 -3.07 -0.35 -1.94  0.48
H12 -2.41 0.80 -2.67  0.48
O5 4.65 -6.45 -0.67  -0.94
H13 3.84 -6.04 -0.37  0.48
H14 4.58 -7.36 -0.40  0.46
O6 -0.15 -7.19 2.38  -0.95
H15 -0.86 -7.02 3.00  0.46
H16 -0.04 -6.36 1.91  0.48
O7 -0.53 -5.63 -4.52  -0.95
H17 -0.65 -5.08 -3.75  0.49
H18 -0.68 -6.52 -4.21  0.46
O8 4.54 -3.02 -4.60  -0.95
H19 3.83 -3.10 -3.96  0.48
H20 4.30 -3.62 -5.31  0.46

- LUMO (eV) = 2.264
- HOMO level (eV) = -4.08
- calculated total energy (Ha) = -3411.78252
- orbital gap (eV) = 6.343
- net charge = -1



Density functional theory data (wB97M-V/def2-TZVPD) for a structure of composition C3H20O19Y.

Each line ends with the Löwdin charge.
Positions of all 43 atoms, in Å:
Y1 -1.15 1.56 -1.40  1.49
C1 0.43 0.25 0.14  -0.65
O1 -0.40 1.21 0.58  -0.18
O2 0.73 0.45 -1.07  -0.11
O3 0.42 -0.91 0.82  -0.16
C2 -3.42 2.67 -1.17  -0.91
O4 -2.83 2.49 -2.33  -0.20
O5 -2.84 2.24 -0.12  -0.15
O6 -4.67 3.01 -1.13  -0.17
C3 0.42 3.48 -2.43  -0.85
O7 -0.17 3.50 -1.18  -0.22
O8 0.17 2.35 -2.97  -0.19
O9 1.04 4.49 -2.91  -0.12
O10 -0.96 -2.62 -0.57  -0.05
H1 -1.22 -3.41 -0.15  0.03
H2 -0.59 -2.06 0.16  0.02
O11 2.95 -0.71 0.89  -0.06
H3 3.35 -1.23 0.20  0.01
H4 1.98 -0.73 0.70  -0.03
O12 0.85 -0.45 3.29  -0.07
H5 1.19 0.40 3.37  -0.04
H6 0.62 -0.58 2.34  -0.03
O13 0.06 -3.76 2.80  -0.04
H7 -0.87 -3.88 2.89  0.01
H8 0.34 -3.45 1.95  -0.03
O14 -2.04 -0.36 2.22  -0.07
H9 -2.69 0.30 2.19  0.00
H10 -1.37 -0.20 1.49  0.01
O15 1.28 -1.97 -2.33  -0.05
H11 1.50 -1.78 -3.28  0.06
H12 1.12 -1.11 -2.00  -0.03
O16 0.96 2.44 2.26  -0.06
H13 0.44 1.90 1.66  -0.05
H14 0.30 2.67 2.92  0.03
O17 -2.51 -0.37 -0.80  -0.05
H15 -2.17 -1.24 -0.82  0.00
H16 -3.38 -0.25 -0.43  0.08
O18 1.72 -3.45 0.30  -0.09
H17 1.32 -2.71 -0.23  0.01
H18 2.45 -3.06 0.80  0.03
O19 2.90 1.62 -2.11  -0.07
H19 2.54 2.19 -2.78  -0.01
H20 2.21 1.07 -1.76  -0.03

- LUMO (eV) = 6.560
- HOMO level (eV) = 0.76
- calculated total energy (Ha) = -1594.43319
- orbital gap (eV) = 5.803
- net charge = -3



Density functional theory data (wB97M-V/def2-TZVPD) for a cluster of 6 separate species, C3H21Br2N4O3 in total.

Each line ends with the natural charge from an NBO analysis.
Positions of all 33 atoms, in Å:
N1 15.09 4.77 -15.76  -0.89
H1 15.36 3.89 -16.21  0.45
H2 14.27 5.15 -16.23  0.43
H3 15.87 5.47 -15.91  0.49
H4 14.91 4.66 -14.75  0.47
N2 21.84 7.10 -16.18  -0.88
H5 22.14 6.15 -16.42  0.45
H6 22.52 7.79 -16.52  0.46
H7 21.76 7.20 -15.14  0.45
H8 20.92 7.31 -16.58  0.46
N3 14.19 9.13 -15.82  -0.88
H9 14.94 8.52 -15.42  0.49
H10 13.68 9.58 -15.05  0.47
H11 13.52 8.58 -16.36  0.44
H12 14.59 9.87 -16.41  0.46
N4 16.84 5.65 -19.59  -0.89
H13 16.79 6.55 -20.07  0.45
H14 17.05 5.84 -18.56  0.49
H15 17.49 5.04 -20.10  0.47
H16 15.89 5.27 -19.61  0.44
O1 18.62 7.66 -15.76  -0.71
C1 17.44 6.99 -15.98  0.99
O2 16.48 7.25 -15.20  -0.83
O3 17.44 6.15 -16.93  -0.85
H17 18.38 8.20 -14.97  0.52
Br1 21.55 7.08 -12.95  -0.05
C2 21.11 8.22 -11.42  -0.41
C3 20.85 9.64 -11.82  -0.43
Br2 19.33 9.86 -13.05  -0.05
H18 21.95 8.18 -10.73  0.27
H19 20.26 7.72 -10.97  0.24
H20 21.73 10.09 -12.27  0.24
H21 20.62 10.22 -10.93  0.26

- LUMO (eV) = -9.019
- HOMO level (eV) = -17.36
- calculated total energy (Ha) = -5718.76292
- orbital gap (eV) = 8.344
- net charge = +3



Density functional theory data (wB97M-V/def2-TZVPD) for a cluster of 7 separate species, C3H22NO6S2 in total.

Each line ends with the natural charge from an NBO analysis.
Positions of all 34 atoms, in Å:
N1 2.00 -0.77 -0.59  -0.73
C1 0.72 -1.49 -0.97  -0.06
C2 -0.15 -0.39 -1.63  -0.65
C3 0.14 -1.97 0.36  -0.60
S1 -0.70 -3.57 0.38  0.16
S2 -1.93 -3.72 -1.30  -0.15
H1 1.84 -0.25 0.33  0.47
H2 2.77 -1.41 -0.44  0.42
H3 2.21 -0.02 -1.26  0.46
H4 0.86 -2.29 -1.73  0.25
H5 0.22 -0.39 -2.66  0.23
H6 -1.18 -0.72 -1.80  0.26
H7 -0.24 0.62 -1.24  0.22
H8 0.85 -2.30 1.14  0.27
H9 -0.58 -1.29 0.85  0.24
H10 -2.95 -2.89 -1.28  0.12
H11 0.58 -0.23 2.91  0.50
H12 1.33 -1.26 3.89  0.49
O1 0.80 -1.15 3.10  -0.98
H13 -3.80 0.75 -2.27  0.50
H14 -2.93 2.11 -2.25  0.49
O2 -2.94 1.16 -2.13  -0.98
H15 -0.94 2.22 2.28  0.51
H16 -0.08 2.30 3.48  0.49
O3 -0.14 1.80 2.64  -0.98
H17 -2.53 1.52 -0.09  0.51
H18 -3.27 1.87 1.33  0.49
O4 -2.49 1.94 0.78  -1.01
H19 1.89 2.05 -2.79  0.50
H20 1.62 1.93 -1.21  0.49
O5 2.22 1.73 -1.95  -0.96
H21 3.09 1.22 1.23  0.51
H22 1.58 1.75 1.71  0.54
O6 2.13 1.15 1.19  -1.00

- LUMO (eV) = -2.673
- HOMO level (eV) = -11.53
- calculated total energy (Ha) = -1429.83288
- orbital gap (eV) = 8.858
- net charge = +1



Density functional theory data (wB97M-V/def2-TZVPD) for a cluster of 10 separate species, C3H22O11S in total.

Each line ends with the natural charge from an NBO analysis.
Positions of all 37 atoms, in Å:
O1 0.74 0.71 -1.06  -0.83
C1 0.54 -0.27 -0.31  0.78
O2 0.03 -1.36 -0.72  -0.86
C2 0.68 -0.16 1.22  -0.54
C3 1.95 0.48 1.64  -0.55
S1 2.05 0.97 3.36  -0.72
H1 0.50 -1.15 1.66  0.21
H2 -0.26 0.35 1.64  0.20
H3 2.78 -0.22 1.35  0.17
H4 2.28 1.26 0.97  0.18
H5 -0.19 1.04 -3.12  0.49
H6 -1.12 0.04 -2.58  0.46
O3 -0.89 0.46 -3.41  -0.95
H7 -0.58 2.86 -0.92  0.48
H8 0.87 2.71 -0.42  0.51
O4 0.18 3.37 -0.73  -0.99
H9 2.44 -1.80 -1.27  0.49
H10 1.74 -2.47 -2.40  0.48
O5 2.64 -2.19 -2.12  -0.95
H11 -2.50 -1.39 0.79  0.48
H12 -1.82 -2.44 0.10  0.48
O6 -2.70 -2.31 0.55  -0.99
H13 -2.50 -0.27 2.65  0.50
H14 -2.54 0.85 1.55  0.51
O7 -2.78 -0.06 1.77  -0.98
H15 2.27 -0.41 -2.82  0.50
H16 2.21 1.15 -2.22  0.50
O8 2.58 0.49 -2.78  -1.02
H17 -0.40 2.44 2.53  0.50
H18 -0.99 3.23 1.56  0.48
O9 -1.29 2.87 2.43  -0.99
H19 -2.64 0.22 -0.11  0.47
H20 -1.65 0.48 -1.17  0.47
O10 -2.50 0.83 -0.86  -0.95
H21 -0.32 -3.84 1.31  0.46
H22 0.55 -2.80 0.74  0.50
O11 0.63 -3.67 1.22  -0.97

- LUMO (eV) = 5.227
- HOMO level (eV) = -0.67
- calculated total energy (Ha) = -1353.38879
- orbital gap (eV) = 5.895
- net charge = -2